Computed, not measured: an isolated molecule of C5H9NO, with ωB97M-V/def2-TZVPD.

Output
structure (SMILES): CC[C@@H](O)CC#N
HOMO-LUMO gap: 11.6 eV
net charge: 0

CARTESIAN COORDINATES (ANGSTROEM)
1 C 1.9983 0.2272 -0.0008
2 C 0.6410 0.0535 0.6642
3 C -0.3920 -0.3174 -0.4138
4 O -0.1495 -1.6341 -0.9291
5 C -1.8691 -0.0661 0.0265
6 C -2.0527 1.3597 0.3393
7 N -1.9569 2.5199 0.4308
8 H 1.9268 1.0337 -0.7393
9 H 2.7876 0.4884 0.7021
10 H 2.3093 -0.6804 -0.5146
11 H 0.4367 0.9964 1.2001
12 H 0.6499 -0.7410 1.4308
13 H -0.2754 0.4031 -1.2485
14 H 0.1641 -2.2075 -0.1957
15 H -2.2485 -0.6686 0.8475
16 H -2.5338 -0.3176 -0.7967

***

Computed, not measured: an isolated molecule of C5H9NO, with ωB97M-V/def2-TZVPD.

Output
structure (SMILES): C[C@H]1CN(C)C1=O
HOMO-LUMO gap: 10.3 eV
net charge: 0

CARTESIAN COORDINATES (ANGSTROEM)
1 C 1.9562 -0.4136 0.6731
2 C 1.1186 0.5148 -0.1989
3 C 0.1049 -0.2081 -1.1214
4 N -0.9664 0.3414 -0.2955
5 C -2.2903 -0.1645 -0.0475
6 C -0.1250 1.0109 0.5583
7 O -0.3397 1.6527 1.5583
8 H 1.3030 -1.1148 1.2066
9 H 2.5149 0.1545 1.4221
10 H 2.6639 -0.9983 0.0760
11 H 1.7218 1.2915 -0.6778
12 H 0.0754 0.1274 -2.1643
13 H 0.1684 -1.3040 -1.0889
14 H -2.2702 -1.2540 0.0677
15 H -2.6484 0.2771 0.8839
16 H -2.9870 0.0869 -0.8517

***

Computed, not measured: an isolated molecule of C5H9NO, with ωB97M-V/def2-TZVPD.

Output
structure (SMILES): C[C@H]1N[C@H]1CC=O
HOMO-LUMO gap: 10.7 eV
net charge: 0

CARTESIAN COORDINATES (ANGSTROEM)
1 C -1.4398 -0.1071 1.2783
2 C -1.2470 0.0844 -0.2052
3 N -0.8345 1.4037 -0.6819
4 C 0.0432 0.2599 -0.9164
5 C 1.4106 0.2986 -0.2821
6 C 1.9551 -1.0652 0.0588
7 O 1.3551 -2.1009 -0.1052
8 H -0.7681 0.5302 1.8605
9 H -2.4676 0.1616 1.5503
10 H -1.2781 -1.1530 1.5609
11 H -1.9970 -0.4364 -0.8033
12 H -1.3288 1.6745 -1.5262
13 H 0.0546 -0.1618 -1.9220
14 H 1.4195 0.9248 0.6195
15 H 2.1281 0.7740 -0.9691
16 H 2.9855 -1.0713 0.4776

***

Computed, not measured: an isolated molecule of C5H9NO, with ωB97M-V/def2-TZVPD.

Output
structure (SMILES): C[C@@]12CNC[C@@H]1O2
HOMO-LUMO gap: 10.3 eV
net charge: 0

CARTESIAN COORDINATES (ANGSTROEM)
1 C 1.7257 -1.1303 -0.0337
2 C 0.5938 -0.1510 0.0157
3 C -0.1980 0.2424 -1.2316
4 N -1.2591 1.1245 -0.7260
5 C -1.6420 0.5139 0.5537
6 C -0.3115 0.0625 1.1448
7 O 0.7374 0.9891 0.8742
8 H 1.3779 -2.0777 -0.4604
9 H 2.1117 -1.3135 0.9725
10 H 2.5431 -0.7486 -0.6560
11 H -0.6278 -0.6540 -1.7026
12 H 0.3950 0.7767 -1.9814
13 H -0.7357 1.9387 -0.4203
14 H -2.2838 -0.3576 0.3711
15 H -2.2070 1.2154 1.1731
16 H -0.2241 -0.4434 2.1021

***

Computed, not measured: a structure of composition C5H9NO, with ωB97M-V/def2-TZVPD.

Output
HOMO-LUMO gap: 9.9 eV
net charge: 0

CARTESIAN COORDINATES (ANGSTROEM)
1 C 0.9531 0.0793 -0.5589
2 C 0.0442 0.8163 0.4707
3 C -1.2643 0.7931 -0.2601
4 C 0.0635 -1.0612 -0.1893
5 C 0.0973 -0.5154 1.2255
6 H 2.7400 0.8605 -0.3919
7 H 0.7443 0.3899 -1.6153
8 H 0.3584 1.8115 0.7659
9 H -1.4233 1.5133 -1.1289
10 H -2.1306 0.9496 0.2672
11 H -1.9305 -1.2560 -0.4888
12 H 0.2511 -2.1859 -0.3781
13 H 1.0775 -0.8357 1.5716
14 H -0.6932 -0.6231 1.9743
15 N -1.2161 -0.6863 -0.8502
16 O 2.3287 -0.0500 -0.4137

***

Computed, not measured: an isolated molecule of C5H9NO, with ωB97M-V/def2-TZVPD.

Output
structure (SMILES): C/C(O)=C1/CN1C
HOMO-LUMO gap: 8.9 eV
net charge: 0

CARTESIAN COORDINATES (ANGSTROEM)
1 C 0.2918 -2.1759 -0.6451
2 C 0.8743 -0.9840 0.0395
3 O 2.1197 -1.1956 0.5614
4 C 0.2314 0.1549 0.2772
5 C -0.2688 1.0486 1.3045
6 N -1.0607 0.7045 0.0889
7 C -1.0591 1.8185 -0.8704
8 H 0.7652 -2.4352 -1.5972
9 H 0.4403 -3.0229 0.0464
10 H -0.7850 -2.0239 -0.7891
11 H 2.4125 -0.3260 0.8724
12 H 0.0563 2.0806 1.4185
13 H -0.6501 0.5716 2.2082
14 H -1.9433 2.4446 -0.7102
15 H -1.0897 1.4398 -1.8956
16 H -0.1602 2.4495 -0.7732

***

Computed, not measured: an isolated molecule of C5H9NO, with ωB97M-V/def2-TZVPD.

Output
structure (SMILES): [H]/N=C1/CCCCO1
HOMO-LUMO gap: 10.9 eV
net charge: 0

CARTESIAN COORDINATES (ANGSTROEM)
1 H 2.7559 1.5334 0.3789
2 N 2.5682 0.5299 0.4348
3 C 1.4096 0.3007 -0.0168
4 C 0.8413 -1.0906 -0.1089
5 C -0.6218 -1.1556 0.3399
6 C -1.4514 -0.0080 -0.2424
7 C -0.7356 1.3348 -0.1440
8 O 0.6341 1.2945 -0.5535
9 H 0.9297 -1.4076 -1.1567
10 H 1.4713 -1.7519 0.4899
11 H -0.6613 -1.1188 1.4350
12 H -1.0559 -2.1159 0.0398
13 H -1.7096 -0.2119 -1.2873
14 H -2.3936 0.0727 0.3112
15 H -0.7774 1.7232 0.8834
16 H -1.2035 2.0711 -0.8032

***

Computed, not measured: an isolated molecule of C5H9NO, with ωB97M-V/def2-TZVPD.

Output
structure (SMILES): C=C(C)[C@@H](C)N=O
HOMO-LUMO gap: 9.2 eV
net charge: 0

CARTESIAN COORDINATES (ANGSTROEM)
1 C 0.6416 -1.8284 0.0831
2 C 0.2134 -0.6528 -0.3874
3 C -1.4525 -0.7517 -0.8299
4 C 0.4226 0.8534 -0.3196
5 C -0.0853 1.5644 0.9202
6 N 1.8836 0.5333 -0.3430
7 O 2.5143 0.7620 0.7079
8 H 0.0911 -2.7520 -0.0550
9 H 1.6145 -1.9255 0.5562
10 H -1.9786 -1.3809 -0.1110
11 H -1.4373 -1.2061 -1.8203
12 H -1.9796 0.2011 -0.8652
13 H 0.1724 1.3468 -1.2605
14 H 0.0785 0.9727 1.8256
15 H -1.1583 1.7592 0.8456
16 H 0.4595 2.5047 1.0535

***

Sequential energy above the lowest of the compared OMol25 structures with the same formula, charge and spin output: 118.2; 91.8; 191.6; 175.8; 299.3; 320.9; 84.6; 508.2 kJ/mol